(1)
{"formula": "HNO3S", "method": "ωB97M-V with the def2-TZVPD basis set", "smiles": "O=S(O)#[N+][O-]", "lumo_ev": -1.3, "energy_ev": -18480.3751, "gap_ev": 8.03, "max_force_ev_per_a": 5.7, "de_lowest_kcal_mol": 6.67, "homo_ev": -9.3, "symbols": ["O", "S", "O", "N", "O", "H"], "xyz": [[-0.2455, 1.3848, -1.3936], [-0.7322, 0.7992, -0.1808], [0.5015, 0.7677, 0.9763], [-0.4314, -1.1362, -0.6632], [0.2127, -1.7247, 0.1140], [0.6950, -0.0908, 1.1473]], "forces_ev_per_angstrom": [[0.341, 0.441, -0.749], [0.996, -0.692, 1.720], [-2.426, 4.728, -2.018], [0.003, -0.113, 0.324], [-0.177, 0.398, -0.263], [1.263, -4.762, 0.986]]}

=====

(2)
{"formula": "C21H34ClNa2O25", "method": "ωB97M-V with the def2-TZVPD basis set", "lumo_ev": -5.2, "energy_ev": -94856.5933, "gap_ev": 6.70, "max_force_ev_per_a": 7.2, "total_charge": 1, "homo_ev": -11.9, "symbols": ["Na", "Na", "Cl", "O", "O", "O", "O", "C", "C", "O", "C", "O", "O", "H", "H", "H", "H", "C", "C", "O", "C", "O", "O", "H", "H", "H", "H", "C", "C", "O", "C", "O", "O", "H", "H", "H", "H", "C", "C", "O", "C", "O", "O", "H", "H", "H", "H", "C", "O", "C", "O", "O", "C", "H", "H", "H", "H", "H", "H", "C", "O", "C", "O", "O", "C", "H", "H", "H", "H", "H", "H", "C", "O", "C", "O", "O", "C", "H", "H", "H", "H", "H", "H"], "xyz": [[7.3991, 16.3683, -18.9049], [12.2297, 14.0041, -18.3313], [8.9458, 12.5289, -19.3724], [9.2919, 12.4645, -20.7449], [8.1653, 11.3664, -19.0475], [10.0387, 12.6499, -18.4582], [8.1395, 13.7475, -19.1738], [9.6108, 12.5985, -25.0867], [8.4036, 12.3847, -24.1833], [7.6081, 13.5021, -24.4211], [8.0943, 14.1423, -25.5437], [7.6169, 15.0563, -26.1396], [9.0480, 13.4543, -26.0686], [9.9038, 11.6342, -25.5019], [10.4183, 13.0543, -24.5138], [8.7586, 12.2447, -23.1623], [7.7495, 11.5729, -24.5016], [9.6278, 8.0939, -19.6176], [10.7701, 8.8416, -18.9997], [11.9256, 8.3181, -19.6944], [11.5336, 7.8409, -20.8669], [12.2410, 7.5157, -21.8077], [10.1722, 7.8028, -20.8997], [8.7127, 8.6856, -19.5931], [9.4309, 7.1399, -19.1286], [10.9446, 8.5444, -17.9657], [10.7325, 9.9309, -19.0156], [13.8852, 11.2839, -22.4300], [12.4849, 11.1620, -21.9553], [11.9036, 10.5902, -23.1050], [12.8396, 10.4047, -24.1343], [12.6397, 10.1198, -25.2645], [14.0602, 10.5968, -23.6289], [14.5401, 10.8203, -21.6922], [14.2258, 12.3158, -22.5152], [12.0894, 12.1158, -21.6063], [12.5014, 10.4306, -21.1473], [3.9816, 10.4397, -19.7775], [4.6390, 9.6075, -18.6666], [3.6790, 9.7274, -17.5831], [2.8029, 10.6507, -17.9312], [1.8479, 11.0003, -17.2063], [2.9264, 11.1581, -19.1490], [3.7663, 9.7650, -20.6060], [4.6199, 11.2484, -20.1335], [5.5819, 10.0964, -18.4214], [4.8174, 8.5948, -19.0280], [6.0710, 19.1294, -21.9797], [6.6409, 17.9200, -21.5863], [7.9396, 17.6146, -21.7835], [8.8896, 18.3706, -22.0995], [8.0265, 16.3514, -21.7636], [9.1868, 15.6567, -22.2256], [6.2346, 19.9709, -21.3065], [4.9949, 18.9997, -22.0951], [6.5119, 19.3872, -22.9427], [9.7049, 15.5764, -21.2699], [9.7981, 16.1096, -23.0061], [8.9048, 14.6513, -22.5385], [4.9882, 13.3961, -17.5008], [4.4070, 14.7597, -17.5436], [3.1459, 14.9574, -17.2235], [2.3194, 14.0933, -16.8612], [2.8963, 16.2675, -17.4653], [1.5118, 16.7275, -17.5943], [4.7807, 12.8411, -18.4157], [4.5368, 12.8550, -16.6692], [6.0610, 13.4645, -17.3205], [0.7846, 16.1932, -16.9830], [1.1989, 16.5963, -18.6302], [1.4123, 17.7805, -17.3312], [5.4929, 13.4597, -21.4949], [4.3790, 14.4681, -21.6837], [4.2988, 15.5712, -20.9638], [5.2028, 16.0031, -20.2674], [3.1580, 16.1555, -21.2763], [2.8460, 17.4904, -20.9385], [6.3788, 13.8411, -22.0026], [5.2425, 12.4810, -21.9042], [5.7447, 13.3969, -20.4363], [2.2315, 17.8641, -21.7575], [3.6193, 18.2374, -20.7596], [2.2593, 17.5276, -20.0206]], "forces_ev_per_angstrom": [[-0.890, -0.627, -0.645], [-0.537, -0.446, -0.014], [-3.974, 0.571, -0.050], [1.425, 0.112, -0.614], [0.441, 0.388, 0.316], [2.492, 0.071, 0.470], [0.261, -0.170, 0.020], [-0.769, -1.277, 0.380], [0.329, -1.412, -0.146], [-0.094, 2.598, 0.254], [-2.550, 0.455, -0.792], [-0.522, 0.532, 1.255], [3.159, -1.295, -0.605], [0.366, 0.380, -0.267], [0.190, 0.249, -0.404], [-0.574, 0.254, 0.209], [0.546, -0.612, 0.167], [0.222, -0.159, 0.261], [1.009, -0.656, 1.635], [0.346, 0.826, 0.461], [0.248, -0.761, -2.747], [-1.384, 0.774, 2.334], [-0.327, -0.043, -0.922], [0.075, -0.028, -0.733], [0.041, 0.030, 0.176], [-0.242, 0.167, 0.100], [-0.038, -0.020, -0.560], [3.013, 0.844, 1.899], [0.575, -1.200, -0.241], [-1.268, 0.170, -1.530], [-0.255, -0.172, 0.279], [-0.852, -0.043, 0.474], [-0.291, 0.288, -0.078], [0.262, 0.033, -0.057], [-0.050, 0.142, -0.409], [-0.595, -0.080, -0.446], [-0.652, -0.007, 0.084], [1.291, 0.518, -0.475], [-0.034, 1.013, -0.399], [1.577, -0.682, -0.893], [-5.910, 1.748, 3.647], [3.396, -1.226, -1.979], [0.526, -1.071, -0.818], [-1.024, 0.437, -0.076], [0.395, -0.465, -0.244], [0.047, -0.324, 0.566], [-0.271, -0.099, 0.674], [0.252, 1.507, -1.090], [0.876, -1.108, 1.256], [1.759, 4.910, -2.867], [-2.835, -1.452, 1.382], [-0.801, -3.416, -0.114], [0.661, -0.414, 1.251], [0.237, -0.216, 0.275], [0.257, -0.305, 0.015], [-0.208, 0.269, -0.070], [1.027, -0.410, -0.447], [-0.450, 0.596, 0.223], [-0.426, 0.271, 0.131], [-1.088, 0.470, 0.801], [2.025, -1.019, -0.223], [-3.664, -2.058, 0.394], [2.664, 2.782, -0.964], [-0.683, 0.143, 0.267], [-0.181, -0.620, 0.014], [-0.065, 0.387, -0.084], [-0.087, 0.022, -0.029], [-0.161, 0.394, -0.221], [0.491, -0.351, 0.175], [0.102, -0.074, 0.036], [0.689, -0.076, 0.020], [-0.170, 1.953, 0.422], [0.468, -2.272, -0.166], [1.716, 0.083, -0.387], [-0.509, -0.005, 0.506], [0.234, -0.136, 0.000], [-0.903, 1.050, 0.563], [-0.159, 0.065, -0.137], [-0.644, 0.503, -0.083], [-0.209, -0.047, -0.014], [-0.005, -0.129, 0.060], [0.742, -0.758, -0.258], [-0.084, -0.264, -0.152]]}

=====

(3)
{"formula": "C5H11N2O", "method": "ωB97M-V with the def2-TZVPD basis set", "lumo_ev": -4.7, "energy_ev": -10383.2311, "gap_ev": 9.00, "max_force_ev_per_a": 0.7, "total_charge": 1, "de_lowest_kcal_mol": 54.75, "homo_ev": -13.7, "symbols": ["C", "C", "C", "N", "H", "H", "H", "H", "H", "H", "C", "N", "C", "O", "H", "H", "H", "H", "H"], "xyz": [[-1.7293, -1.3121, -1.5076], [-1.8320, -1.9962, -2.6380], [-0.7302, 0.6379, -0.4995], [-1.0597, -0.0583, -1.5192], [-2.0235, -1.6694, -0.5308], [-1.4007, -1.6483, -3.5689], [-2.2250, -3.0037, -2.6216], [-0.0432, 1.4518, -0.6360], [-1.1425, 0.4224, 0.4716], [-0.7253, 0.2048, -2.4435], [2.2157, 0.9782, 0.5886], [1.5639, 1.2869, 1.7445], [0.6606, 0.4279, 2.5025], [1.8600, 0.2133, -0.2900], [3.1579, 1.5411, 0.5073], [2.0949, 1.9185, 2.3275], [0.5659, -0.5460, 2.0169], [-0.2999, 0.9376, 2.6152], [1.0924, 0.2136, 3.4811]], "forces_ev_per_angstrom": [[-0.074, -0.190, -0.287], [0.333, -0.232, 0.436], [0.099, 0.035, -0.558], [0.060, -0.188, 0.111], [-0.138, 0.094, -0.040], [-0.181, 0.116, -0.041], [-0.176, 0.134, -0.050], [-0.223, 0.368, -0.060], [0.062, -0.310, 0.122], [0.249, 0.167, 0.169], [0.350, 0.241, 0.338], [0.696, -0.171, 0.048], [-0.024, -0.130, -0.260], [-0.587, -0.136, 0.373], [-0.085, 0.079, -0.182], [-0.054, 0.043, -0.107], [-0.170, 0.208, -0.165], [-0.016, -0.343, 0.154], [-0.123, 0.215, 0.001]]}

=====

(4)
{"formula": "C13H21HgN8O2", "method": "ωB97M-V with the def2-TZVPD basis set", "s2": 0.76, "lumo_ev": [0.6, 0.1], "energy_ev": -34014.5795, "multiplicity": 2, "gap_ev": [6.09, 9.01], "max_force_ev_per_a": 0.2, "de_lowest_kcal_mol": 0.00, "homo_ev": [-5.5, -8.9], "symbols": ["Hg", "N", "C", "N", "C", "N", "N", "C", "N", "C", "C", "C", "C", "C", "N", "H", "H", "H", "H", "H", "H", "H", "H", "N", "C", "N", "O", "H", "H", "H", "H", "C", "C", "C", "C", "O", "H", "H", "H", "H", "H", "H", "H", "H", "H"], "xyz": [[-1.0790, 0.9854, 0.0756], [-0.6148, -1.1461, 2.8982], [-0.2663, 0.1059, 3.2774], [0.0807, 0.3141, 4.5457], [0.4532, 1.5816, 4.8001], [0.8772, 1.8289, 6.0677], [0.4671, 2.6040, 3.9518], [0.0702, 2.2965, 2.6988], [-0.2744, 1.0427, 2.3290], [0.0150, 3.3096, 1.6961], [0.3881, 4.6492, 1.9713], [0.3613, 5.5947, 0.9943], [-0.0477, 5.2251, -0.3198], [-0.4081, 3.9325, -0.5488], [-0.3920, 2.9708, 0.4057], [-0.7769, -1.8155, 3.6287], [-1.0638, -1.2755, 1.9990], [0.6684, 1.1345, 6.7623], [0.9450, 2.7908, 6.3472], [0.6957, 4.8785, 2.9812], [0.6495, 6.6145, 1.2109], [-0.0786, 5.9412, -1.1274], [-0.7226, 3.6100, -1.5327], [2.6494, 1.6748, 0.3245], [2.3399, 0.5205, -0.3271], [3.3343, -0.4056, -0.4045], [1.2458, 0.3140, -0.8512], [3.4044, 1.6910, 0.9873], [1.8806, 2.3010, 0.5043], [4.2807, -0.2001, -0.1455], [3.1423, -1.2325, -0.9392], [-3.6337, -0.3617, -1.7201], [-3.3007, -0.9498, -0.3515], [-4.0986, -0.2332, 0.7362], [-3.6225, -2.4425, -0.3338], [-1.9100, -0.8569, -0.1004], [-4.6960, -0.4641, -1.9520], [-3.0532, -0.8650, -2.4942], [-3.3862, 0.7042, -1.7438], [-5.1723, -0.3866, 0.6086], [-3.9106, 0.8448, 0.7088], [-3.8095, -0.6055, 1.7211], [-4.6773, -2.6234, -0.5483], [-3.3900, -2.8624, 0.6462], [-3.0172, -2.9582, -1.0798]], "forces_ev_per_angstrom": [[0.003, 0.049, 0.047], [-0.058, 0.073, 0.049], [0.002, -0.108, -0.025], [0.026, 0.036, -0.003], [-0.023, -0.001, 0.014], [-0.008, 0.001, -0.002], [-0.020, -0.010, -0.013], [0.062, -0.017, -0.009], [-0.032, -0.023, -0.018], [0.021, 0.011, 0.025], [-0.007, -0.034, 0.006], [0.009, 0.020, -0.009], [0.005, 0.004, -0.004], [-0.002, 0.010, -0.023], [-0.094, -0.117, -0.041], [0.029, -0.011, -0.002], [0.019, 0.002, -0.017], [0.006, -0.002, -0.003], [0.004, -0.001, -0.002], [-0.005, -0.004, 0.002], [-0.004, 0.000, -0.001], [0.004, -0.003, -0.003], [-0.009, 0.000, -0.002], [0.013, 0.045, 0.003], [-0.086, -0.091, -0.141], [0.020, -0.045, 0.097], [0.075, 0.069, 0.052], [-0.011, -0.007, 0.010], [-0.026, 0.002, 0.021], [0.006, 0.012, -0.027], [0.000, 0.005, -0.014], [-0.007, -0.003, -0.007], [0.006, -0.005, -0.027], [-0.023, -0.005, 0.015], [0.000, -0.011, 0.002], [0.092, 0.156, 0.051], [0.004, -0.005, -0.004], [0.004, 0.003, 0.005], [-0.003, 0.001, 0.004], [0.000, 0.008, 0.003], [0.011, -0.001, -0.008], [0.002, -0.002, -0.003], [0.000, 0.001, 0.002], [-0.001, 0.000, -0.001], [-0.003, 0.001, -0.001]]}

=====

(5)
{"formula": "C3F7NO2", "method": "ωB97M-V with the def2-TZVPD basis set", "lumo_ev": [-4.8, -4.8], "energy_ev": -27711.7197, "gap_ev": [5.23, 5.22], "max_force_ev_per_a": 2.7, "de_lowest_kcal_mol": 68.58, "homo_ev": [-10.0, -10.0], "symbols": ["C", "C", "C", "N", "O", "O", "F", "F", "F", "F", "F", "F", "F"], "xyz": [[1.2667, -0.6117, 0.3746], [-3.0377, -0.1340, -0.1401], [2.1593, 0.4098, -0.5436], [-2.1445, 0.4071, 0.5487], [0.0788, -0.4104, 0.0467], [-1.7828, 1.3637, 1.1499], [1.8259, -1.8392, 0.1898], [1.6482, -0.2624, 1.6469], [-2.8789, -1.3046, -0.6971], [-4.2978, 0.2724, -0.1809], [1.9378, 0.1628, -1.8244], [1.7726, 1.6478, -0.2735], [3.4524, 0.2986, -0.2968]], "forces_ev_per_angstrom": [[2.474, 0.992, -0.144], [-1.018, -1.725, -0.670], [-0.911, -0.858, 0.655], [0.914, 0.886, 1.059], [-2.592, 0.468, -0.744], [-0.211, -0.620, -0.668], [-0.287, -0.536, -0.104], [-0.290, -0.046, 0.591], [0.143, 0.877, 0.247], [1.313, 0.142, 0.209], [0.072, -0.050, -0.535], [0.012, 0.535, 0.028], [0.381, -0.065, 0.077]]}

=====

(6)
{"formula": "C2H14NO3S2", "method": "ωB97M-V with the def2-TZVPD basis set", "lumo_ev": -8.0, "energy_ev": -31594.7113, "gap_ev": 4.42, "max_force_ev_per_a": 0.7, "total_charge": 1, "de_lowest_kcal_mol": 90.60, "homo_ev": -12.4, "symbols": ["N", "C", "C", "S", "S", "H", "H", "H", "H", "H", "H", "H", "H", "H", "H", "O", "H", "H", "O", "H", "H", "O"], "xyz": [[-0.1482, -0.6677, -0.0210], [0.7860, -1.0201, 1.1016], [1.2836, 0.1969, 1.8403], [2.2176, -0.3071, 3.3188], [-1.7447, -0.9636, -2.8557], [0.0515, 0.2761, -0.4208], [-1.1110, -0.6750, 0.3052], [-0.1574, -1.2985, -0.8226], [1.6325, -1.5126, 0.6274], [0.2954, -1.7416, 1.7463], [1.8922, 0.8322, 1.2021], [0.4940, 0.8034, 2.2849], [3.3134, -0.7530, 2.6867], [-3.5470, -0.8983, 2.1221], [-3.1312, -1.8400, 1.0289], [-2.7564, -1.2076, 1.6630], [0.2577, 2.0766, -1.9196], [0.4778, 2.5611, -0.4348], [0.4950, 1.7939, -1.0167], [0.1024, 2.0911, -4.5310], [-0.5843, 0.7357, -4.1133], [-0.1191, 1.5179, -3.7918]], "forces_ev_per_angstrom": [[-0.360, 0.092, -0.022], [0.328, -0.348, -0.573], [0.137, 0.075, 0.660], [0.102, 0.002, -0.119], [-0.225, -0.087, -0.089], [0.134, 0.193, 0.053], [-0.368, 0.205, 0.422], [0.342, -0.214, 0.129], [0.071, -0.089, 0.101], [-0.116, 0.088, 0.093], [0.004, 0.034, -0.041], [-0.252, -0.050, -0.282], [-0.023, 0.009, -0.015], [0.187, 0.194, 0.166], [0.158, 0.061, 0.247], [-0.200, -0.287, -0.626], [0.093, -0.169, 0.062], [-0.019, 0.093, -0.178], [-0.109, 0.017, -0.004], [-0.155, -0.129, -0.182], [0.222, 0.177, -0.314], [0.050, 0.132, 0.511]]}

=====

(7)
{"formula": "C5H10O2", "method": "ωB97M-V with the def2-TZVPD basis set", "lumo_ev": 1.0, "energy_ev": -9440.1912, "gap_ev": 10.66, "max_force_ev_per_a": 2.7, "de_lowest_kcal_mol": 65.76, "homo_ev": -9.6, "symbols": ["C", "O", "C", "C", "O", "C", "C", "H", "H", "H", "H", "H", "H", "H", "H", "H", "H"], "xyz": [[-2.1982, 0.8618, 0.4285], [-1.1380, -0.0612, 0.4836], [-0.2038, 0.1461, -0.5318], [0.8173, 1.2760, -0.3474], [1.9168, 0.3601, -0.3258], [1.0198, -0.7460, -0.4796], [1.1562, -1.7682, 0.5943], [-1.8429, 1.8936, 0.5766], [-2.7335, 0.8123, -0.5337], [-2.8955, 0.6056, 1.2293], [-0.6769, 0.1220, -1.5194], [0.7394, 1.8031, 0.6085], [0.9410, 1.9950, -1.1618], [1.2519, -1.2487, -1.5289], [0.3921, -2.5721, 0.6476], [2.1583, -2.1451, 0.2767], [1.2961, -1.3345, 1.5831]], "forces_ev_per_angstrom": [[-0.253, 0.213, 0.020], [0.150, -0.160, 0.061], [0.032, 0.362, -0.528], [0.075, 0.764, 0.156], [0.052, -0.177, 0.188], [-0.099, -1.268, -2.328], [1.453, -0.815, -0.055], [-0.070, -0.162, -0.019], [0.145, -0.026, 0.135], [0.122, 0.064, -0.099], [-0.195, 0.162, 0.092], [-0.145, 0.041, -0.054], [-0.209, 0.007, 0.033], [-0.661, 0.820, 1.941], [0.524, 0.595, -0.386], [-0.653, -0.612, 0.874], [-0.267, 0.190, -0.033]]}